1.
Below is C56H68CoN2O4S3 as an isolated structure at a distorted geometry, with properties calculated with ωB97M-V/def2-TZVPD.

Output
ΔE to the lowest compared entry with this formula, charge and spin   0.0 kJ/mol
E_LUMO (alpha / beta)   -2.00 / -4.85 eV
Kohn-Sham gap (alpha / beta)   7.2 / 4.4 eV
Expectation value of S²   6.035
Total charge   +1
Multiplicity   5

```
134
Properties=species:S:1:pos:R:3:lowdin_spin:R:1
Co -2.317 0.005 -0.149 2.7461
C -3.087 -0.519 3.009 0.0036
O -2.156 -0.069 2.011 0.0339
C -0.936 0.418 2.505 0.0006
C 0.112 -0.468 2.720 0.0051
C -0.013 -1.956 2.472 0.0132
C 0.527 -2.497 1.173 0.1298
C 1.323 -3.608 1.148 -0.0052
C 1.697 -4.253 -0.051 0.2106
C 1.203 -3.747 -1.268 0.0121
C 0.402 -2.634 -1.322 0.1456
C -0.159 -2.121 -2.623 0.0155
C 0.144 -0.665 -2.911 0.0065
C 1.419 -0.292 -3.298 0.0007
C 1.758 1.040 -3.540 0.0017
C 0.766 1.993 -3.364 -0.0004
C -0.531 1.666 -2.966 0.0029
C -1.527 2.773 -2.681 0.0012
C -1.239 3.425 -1.347 0.0098
C -0.400 4.529 -1.277 -0.0010
C -0.073 5.138 -0.070 0.0090
C -0.616 4.577 1.088 -0.0021
C -1.441 3.466 1.061 0.0079
C -1.861 2.797 2.353 0.0012
C -0.802 1.781 2.741 0.0025
C 0.409 2.227 3.256 -0.0003
C 1.482 1.381 3.506 0.0018
C 1.309 0.031 3.221 0.0010
C 2.783 1.950 4.072 0.0002
C 3.338 3.003 3.105 0.0001
C 3.844 0.869 4.274 0.0000
C 2.494 2.606 5.430 0.0001
C -1.787 2.890 -0.173 0.0064
O -2.634 1.863 -0.237 0.0844
C 0.828 6.366 0.028 0.0011
C 2.016 6.057 0.948 0.0005
C 0.027 7.539 0.612 0.0006
C 1.374 6.784 -1.337 0.0000
C -0.823 0.326 -2.772 0.0003
O -2.110 -0.046 -2.370 0.0251
C -3.102 -0.034 -3.403 0.0024
C 3.179 1.394 -3.975 0.0002
C 3.500 0.661 -5.287 0.0001
C 3.352 2.895 -4.205 0.0000
C 4.168 0.953 -2.888 0.0001
C 0.083 -1.945 -0.089 0.1390
O -0.569 -0.861 -0.121 0.2671
C 2.577 -5.492 0.021 0.0246
C 3.889 -5.142 0.740 0.0132
C 2.914 -6.052 -1.360 0.0002
C 1.828 -6.574 0.820 0.0147
H -2.551 -0.756 3.926 0.0009
H -3.587 -1.410 2.630 0.0001
H -3.821 0.264 3.205 0.0000
H -1.063 -2.257 2.528 0.0056
H 0.497 -2.486 3.277 0.0000
H 1.653 -4.025 2.092 -0.0031
H 1.471 -4.233 -2.197 -0.0028
H -1.243 -2.266 -2.624 0.0061
H 0.251 -2.738 -3.425 -0.0002
H 2.174 -1.066 -3.392 -0.0001
H 0.994 3.042 -3.503 -0.0001
H -2.544 2.386 -2.674 0.0000
H -1.453 3.526 -3.467 0.0001
H -0.002 4.921 -2.205 -0.0002
H -0.378 5.013 2.053 -0.0003
H -2.830 2.318 2.232 0.0001
H -1.942 3.548 3.139 0.0001
H 0.516 3.291 3.437 -0.0001
H 2.120 -0.668 3.379 -0.0001
H 3.565 2.557 2.134 0.0000
H 4.256 3.436 3.507 0.0000
H 2.629 3.815 2.941 0.0000
H 4.122 0.393 3.331 0.0000
H 3.509 0.096 4.968 0.0000
H 4.744 1.321 4.693 0.0000
H 1.795 3.438 5.334 0.0000
H 3.418 2.992 5.863 0.0000
H 2.065 1.884 6.127 0.0000
H 1.687 5.805 1.957 0.0000
H 2.674 6.925 1.020 0.0001
H 2.597 5.216 0.564 0.0000
H -0.323 7.320 1.622 0.0000
H -0.845 7.757 -0.007 0.0000
H 0.648 8.436 0.658 0.0001
H 1.969 5.990 -1.795 0.0000
H 2.019 7.656 -1.218 0.0000
H 0.574 7.057 -2.027 0.0000
H -2.799 0.640 -4.202 0.0004
H -4.037 0.312 -2.966 0.0001
H -3.230 -1.040 -3.809 0.0003
H 2.773 0.913 -6.061 0.0000
H 3.493 -0.422 -5.155 0.0000
H 4.491 0.948 -5.642 0.0000
H 2.670 3.269 -4.970 0.0000
H 4.370 3.093 -4.543 0.0000
H 3.191 3.466 -3.288 0.0000
H 4.102 -0.119 -2.695 0.0000
H 3.973 1.477 -1.951 0.0000
H 5.191 1.174 -3.198 0.0000
H 4.435 -4.367 0.200 0.0003
H 4.523 -6.028 0.798 0.0021
H 3.717 -4.789 1.757 0.0000
H 3.438 -5.322 -1.979 0.0000
H 2.022 -6.383 -1.896 0.0000
H 3.568 -6.917 -1.246 -0.0002
H 1.672 -6.280 1.858 -0.0001
H 2.405 -7.500 0.813 0.0023
H 0.850 -6.770 0.375 0.0005
S -5.843 -2.688 -1.199 0.0039
C -4.254 -2.083 -1.045 0.0059
N -4.127 -0.964 -0.406 0.0272
C -5.369 -0.472 0.000 0.0022
C -5.583 0.733 0.669 -0.0004
C -6.879 1.061 1.001 0.0001
C -7.950 0.216 0.674 0.0000
C -7.747 -0.969 -0.001 0.0004
C -6.436 -1.302 -0.340 0.0010
H -3.410 -2.618 -1.452 0.0008
H -4.748 1.393 0.873 -0.0004
H -7.078 1.993 1.513 0.0000
H -8.956 0.502 0.949 0.0000
H -8.576 -1.614 -0.260 0.0001
S -2.503 -3.956 1.185 0.0112
C -2.199 -5.526 0.752 0.0010
N -1.540 -5.932 -0.338 0.0013
C -1.580 -7.352 -0.667 0.0001
C -1.789 -8.070 0.663 0.0001
S -2.728 -6.897 1.690 0.0002
H -1.195 -5.237 -0.982 -0.0005
H -0.646 -7.654 -1.139 0.0000
H -2.403 -7.556 -1.357 0.0001
H -0.845 -8.292 1.157 0.0000
H -2.359 -8.987 0.545 0.0000
```

2.
Below is C33H60CaF2NO31S2 as an isolated structure at a distorted geometry, with properties calculated with ωB97M-V/def2-TZVPD.

Output
E_LUMO   -3.42 eV
Kohn-Sham gap   8.9 eV
Total charge   +1
Multiplicity   1

```
130
Properties=species:S:1:pos:R:3:mulliken_charge:R:1
Ca -13.830 -20.262 15.051 2.2188
N -15.725 -19.111 15.462 0.6246
S -17.144 -19.391 14.744 0.1298
O -17.439 -18.455 13.718 -0.0670
O -18.160 -19.994 15.516 -0.3681
F -16.639 -20.661 13.878 -0.1682
S -16.097 -17.803 16.429 0.5124
O -17.294 -17.958 17.152 -0.5035
O -15.814 -16.552 15.844 -0.7062
F -14.979 -18.024 17.515 -0.2809
C -14.704 -16.713 20.820 -1.2453
C -14.013 -15.541 21.491 0.4566
C -13.185 -15.931 22.706 -0.6121
O -11.920 -16.237 22.146 -0.3455
C -11.826 -15.622 20.945 0.5764
O -10.832 -15.581 20.301 -0.5619
O -13.005 -15.070 20.597 -0.3209
H -14.052 -17.589 20.732 0.3499
H -14.977 -16.440 19.801 0.1316
H -15.591 -16.992 21.390 0.5069
H -14.788 -14.809 21.701 0.3808
H -13.640 -16.699 23.323 0.3504
H -13.054 -15.052 23.348 0.3253
C -16.695 -15.693 12.397 -1.3164
C -17.317 -15.846 11.027 1.0079
C -18.422 -16.914 10.984 1.2072
O -19.504 -16.262 10.318 -0.3914
C -19.248 -14.948 10.183 0.5003
O -20.000 -14.138 9.763 -0.5415
O -17.983 -14.662 10.603 -0.4157
H -17.425 -15.680 13.207 0.2940
H -16.029 -14.829 12.436 0.5055
H -16.051 -16.545 12.648 -0.0109
H -16.516 -16.120 10.330 0.0718
H -18.725 -17.240 11.982 -0.2759
H -18.195 -17.839 10.463 -0.7187
C -20.552 -14.531 17.526 -1.2447
C -19.461 -14.476 18.546 0.4270
C -18.800 -15.795 19.005 0.2155
O -17.422 -15.548 18.892 -0.1110
C -17.180 -14.333 18.322 0.5310
O -16.087 -13.893 18.172 -0.5283
O -18.332 -13.695 18.087 -0.4307
H -20.968 -13.550 17.315 0.4459
H -21.361 -15.176 17.871 0.2587
H -20.137 -14.952 16.606 0.2127
H -19.782 -13.915 19.428 0.2787
H -19.141 -16.730 18.559 -0.1738
H -19.075 -15.921 20.058 0.2179
C -15.340 -24.196 11.462 -0.8067
O -15.099 -23.105 12.345 -0.1495
C -14.936 -23.315 13.624 0.5824
O -14.594 -22.402 14.362 -0.6255
O -15.251 -24.523 14.009 -0.3830
C -15.335 -24.755 15.435 -0.6330
H -14.661 -25.022 11.662 0.3629
H -15.253 -23.821 10.449 0.2666
H -16.348 -24.607 11.566 0.3247
H -15.837 -25.709 15.535 0.2548
H -15.951 -23.963 15.855 0.2554
H -14.354 -24.784 15.898 0.2852
C -19.641 -22.160 8.807 -0.5072
O -20.493 -21.938 9.922 -0.4248
C -20.224 -20.919 10.741 0.6550
O -19.505 -19.993 10.487 -0.3856
O -20.906 -21.107 11.864 -0.4303
C -20.549 -20.292 12.975 0.0769
H -20.010 -23.039 8.287 0.2705
H -18.623 -22.341 9.143 0.1314
H -19.716 -21.328 8.106 0.2767
H -21.407 -20.348 13.646 0.2790
H -20.467 -19.225 12.780 -0.1851
H -19.680 -20.650 13.524 0.1940
C -21.932 -16.422 12.092 -0.8537
O -21.267 -17.180 13.122 -0.0889
C -21.760 -17.220 14.357 0.3984
O -22.790 -16.751 14.740 -0.6028
O -20.904 -17.952 15.069 0.3358
C -21.200 -18.274 16.418 -0.1785
H -23.006 -16.404 12.270 0.4282
H -21.717 -16.931 11.163 0.2180
H -21.527 -15.414 12.104 0.2521
H -21.328 -17.378 17.021 -0.1062
H -20.338 -18.808 16.818 -0.3132
H -22.025 -18.985 16.505 0.4090
C -10.165 -18.042 19.043 -1.4162
C -11.513 -17.986 18.362 0.3547
O -11.405 -17.081 17.233 -0.2754
C -12.105 -17.285 16.160 0.6051
O -12.793 -18.283 15.927 -0.3786
O -11.929 -16.301 15.319 -0.3887
C -12.745 -16.248 14.145 -0.2471
H -9.889 -17.058 19.412 0.3948
H -9.419 -18.402 18.337 0.4135
H -10.269 -18.730 19.883 0.3843
H -12.311 -17.588 18.990 -0.2049
H -11.839 -18.978 18.044 0.2381
H -12.477 -17.086 13.496 0.2373
H -12.536 -15.304 13.659 0.3283
H -13.805 -16.309 14.376 -0.0322
C -23.436 -18.257 19.391 -0.8501
C -23.279 -19.569 20.121 -0.2519
O -22.455 -20.522 19.432 -0.4078
C -21.180 -20.230 19.213 0.8125
O -20.591 -19.278 19.650 -0.5762
O -20.667 -21.167 18.419 -0.3674
C -19.256 -21.131 18.281 -0.0929
H -24.104 -17.630 19.994 0.4405
H -24.010 -18.389 18.473 0.2809
H -22.512 -17.707 19.261 0.0979
H -24.242 -20.069 20.204 0.3051
H -22.936 -19.427 21.148 0.3046
H -18.980 -21.772 17.451 0.1784
H -18.690 -21.424 19.167 0.3894
H -18.938 -20.114 18.047 -0.1796
C -16.425 -20.157 9.775 -1.0616
C -15.731 -19.838 11.074 1.7318
O -14.531 -19.082 10.854 -0.2301
C -13.571 -19.163 11.728 0.7232
O -13.610 -19.760 12.798 -0.5378
O -12.481 -18.532 11.369 -0.3841
C -12.446 -17.727 10.178 -0.6350
H -15.753 -20.340 8.926 0.3842
H -17.135 -19.400 9.463 0.2899
H -16.917 -21.125 9.819 -0.0918
H -15.539 -20.786 11.576 -0.4684
H -16.411 -19.317 11.747 -0.6533
H -12.482 -18.333 9.274 0.3314
H -11.490 -17.217 10.222 0.2945
H -13.272 -17.021 10.160 0.2284
```

3.
Below is C18H21N5O2W as an isolated structure, with properties calculated with ωB97M-V/def2-TZVPD.

Output
ΔE to the lowest compared entry with this formula, charge and spin   101.4 kJ/mol
E_LUMO (alpha / beta)   -14.86 / -15.43 eV
Kohn-Sham gap (alpha / beta)   6.5 / 6.0 eV
Expectation value of S²   2.024
Total charge   +4
Multiplicity   3

```
47
Properties=species:S:1:pos:R:3:lowdin_spin:R:1
W 0.742 -0.631 -0.374 1.6457
N -3.748 -0.681 -0.183 -0.0021
C -2.503 -1.090 -0.226 0.0168
N -1.470 -0.250 -0.406 0.0133
C -1.781 1.087 -0.558 0.0079
N -0.721 1.909 -0.913 0.0334
N 0.375 1.294 -0.744 -0.0111
C 1.393 1.202 -1.656 0.0024
C 2.793 0.923 -1.237 0.0281
C 3.930 1.575 -1.649 0.0046
C 5.149 1.117 -1.138 0.0290
C 5.174 0.043 -0.254 0.0008
C 3.988 -0.580 0.097 0.0185
N 2.814 -0.152 -0.404 0.0169
C -3.084 1.589 -0.510 0.0092
C -3.411 2.958 -0.675 0.0108
C -4.728 3.333 -0.624 -0.0015
C -5.746 2.375 -0.421 0.0219
C -5.465 1.027 -0.263 0.0022
C -4.137 0.644 -0.308 0.0059
H -4.478 -1.385 -0.069 0.0000
H -2.319 -2.153 -0.128 0.0006
H 1.161 1.573 -2.652 0.0001
H 3.882 2.411 -2.335 -0.0005
H 6.073 1.601 -1.430 0.0012
H 6.108 -0.319 0.155 -0.0003
H 3.972 -1.432 0.764 0.0005
H -2.626 3.682 -0.841 0.0003
H -5.004 4.373 -0.746 -0.0003
H -6.779 2.704 -0.395 0.0008
H -6.260 0.307 -0.115 -0.0001
C 1.472 0.404 2.566 0.0052
O 0.819 -0.613 1.681 0.0591
C 0.442 -1.874 2.357 0.0043
C 0.928 -3.005 1.489 0.0089
O 0.420 -2.641 0.130 0.0410
C 1.132 -3.070 -1.047 0.0155
H 0.811 0.556 3.416 0.0002
H 1.563 1.312 1.976 0.0004
H 2.442 0.015 2.864 0.0016
H -0.641 -1.866 2.479 0.0005
H 0.916 -1.898 3.339 -0.0002
H 0.493 -3.968 1.757 -0.0003
H 2.016 -3.073 1.426 0.0007
H 0.554 -3.800 -1.615 -0.0007
H 2.154 -3.381 -0.827 0.0020
H 1.185 -2.157 -1.754 0.0063
```